1.
# C3H4LiO4Sc

A molecular structure, C3H4LiO4Sc in a non-equilibrium geometry (ωB97M-V/def2-TZVPD, the Open Molecules 2025 dataset).

```
13
Properties=species:S:1:pos:R:3:forces:R:3:mulliken_spin:R:1
H -1.0120 0.3205 -1.4360 -0.195 -0.064 0.014 0.000
C -1.2517 0.2271 -0.3766 -0.933 1.415 -0.663 0.000
C -1.8210 1.2870 0.4393 -0.078 0.358 0.223 0.001
O -2.5593 0.1263 0.0086 0.984 -0.129 0.013 0.000
H -1.5933 1.3257 1.5045 -0.161 -0.066 -0.128 0.000
H -2.0964 2.2246 -0.0474 -0.024 -0.232 0.158 0.000
O 1.5568 0.4527 0.1963 2.476 2.081 1.475 -0.012
C 0.9768 -0.5992 0.3566 -5.334 -1.190 -5.073 -0.010
O -0.3593 -0.7593 0.1557 1.135 -0.030 2.431 0.004
Sc 3.2128 1.7950 0.1802 -0.417 0.553 0.388 1.012
H 0.3685 -2.1379 -0.3586 3.106 0.509 1.092 -0.001
Li 3.1636 -2.5073 -0.5509 0.042 -0.876 -0.095 0.002
O 1.4146 -1.7551 -0.0715 -0.601 -2.329 0.164 0.004
```
Forces are in eV/Å.

Properties
E	-32236.1690	eV
HOMO energy (spin up / spin down)	-20.687 / -20.687	eV
spin multiplicity	2
gap between HOMO and LUMO (spin up / spin down)	6.2 / 6.2	eV
total charge	+3

2.
# C3H4LiO4Yb

A molecular structure, C3H4LiO4Yb in a non-equilibrium geometry (ωB97M-V/def2-TZVPD, the Open Molecules 2025 dataset).

```
13
Properties=species:S:1:pos:R:3:forces:R:3:mulliken_charge:R:1
H -1.1912 -0.2479 1.3981 -0.071 -0.326 0.115 0.381
C -0.4551 -1.0175 1.1545 -0.750 0.757 0.212 0.266
C -0.4627 -2.3360 1.7716 0.120 -0.311 0.330 -0.424
O -0.9486 -2.1091 0.4383 0.375 0.293 -0.034 -0.376
H 0.4696 -2.9017 1.8246 -0.221 0.208 -0.024 0.222
H -1.2229 -2.5727 2.5200 0.186 0.043 -0.250 0.238
O 0.7222 -0.4380 0.6996 2.161 2.536 -0.147 -0.749
H 1.2497 0.6500 1.1743 -1.733 -3.122 -1.663 0.557
O 1.4951 1.6466 0.1224 0.813 -1.925 -1.302 -0.468
C 0.9770 0.9498 -0.7547 -1.743 3.990 3.380 0.905
Yb -0.7908 4.5841 -5.8287 0.052 -0.131 0.220 0.369
Li -0.0869 2.6439 -2.8489 -0.082 -0.042 -0.225 0.524
O 0.2446 1.1485 -1.6713 0.893 -1.969 -0.613 -0.445
```
Forces are in eV/Å.

Properties
E	-43088.5383	eV
HOMO energy	-9.689	eV
spin multiplicity	1
gap between HOMO and LUMO	5.1	eV
total charge	+1

3.
# C3H4LiO4Yb

A molecular structure, C3H4LiO4Yb in a non-equilibrium geometry (ωB97M-V/def2-TZVPD, the Open Molecules 2025 dataset).

```
13
Properties=species:S:1:pos:R:3:forces:R:3:mulliken_spin:R:1
O -0.0259 -0.9438 -0.3781 -1.361 -0.093 0.378 0.005
C 1.2974 -0.7423 0.0417 0.512 0.757 1.215 0.002
C -0.9962 -0.0967 -0.1260 0.385 2.019 -3.524 -0.003
O 1.8797 -1.7764 0.3265 0.531 -0.294 -0.347 -0.023
O 1.6490 0.4476 0.1342 0.300 0.152 -0.477 -0.200
C -1.7078 0.7123 -0.9659 0.440 -2.942 -1.527 0.001
Li 3.4910 -2.5737 0.6275 -0.229 -0.134 0.003 0.015
H -2.7942 0.7162 -0.8664 -0.095 1.022 0.674 0.000
H -1.4448 0.5927 -2.0188 -0.070 0.235 0.138 -0.002
Yb 3.3885 2.0103 -0.4205 -0.267 -0.148 0.100 1.207
O -1.1508 0.4284 1.1641 -2.793 2.197 1.855 0.000
H -1.7680 -0.1018 1.7166 0.433 -0.464 0.536 -0.001
H -1.8180 1.3274 0.7651 2.215 -2.307 0.977 0.001
```
Forces are in eV/Å.

Properties
E	-43081.1312	eV
HOMO energy (spin up / spin down)	-12.386 / -15.686	eV
spin multiplicity	2
gap between HOMO and LUMO (spin up / spin down)	4.7 / 8.0	eV
total charge	+2

4.
# C3H4LuO3

A molecular structure, C3H4LuO3 in a non-equilibrium geometry (ωB97M-V/def2-TZVPD, the Open Molecules 2025 dataset).

```
11
Properties=species:S:1:pos:R:3:forces:R:3:mulliken_charge:R:1
O 1.2819 1.0841 -1.9488 -0.609 -0.361 0.352 -0.074
C 1.0419 -0.0092 -1.8898 1.050 -0.188 -0.716 0.603
C 0.9588 -1.4331 -1.9085 -0.574 0.209 -0.258 -0.620
H 1.6434 -1.7238 -2.7388 -0.040 -0.187 0.463 0.365
H -0.0712 -1.7166 -2.1719 0.019 -0.054 -0.115 0.371
H 1.1788 -1.8205 -0.9035 0.346 -0.116 -0.234 0.356
Lu -0.3252 2.3944 1.3154 -1.133 -1.466 1.591 1.969
O -0.5421 0.2582 1.4279 1.370 1.301 -1.604 -0.293
C -1.3088 0.1027 2.4200 -0.446 -0.983 0.402 0.279
O -1.6097 1.4046 2.8383 0.546 1.785 -0.633 -0.372
H -2.2478 1.4591 3.5598 -0.530 0.061 0.751 0.416
```
Forces are in eV/Å.

Properties
E	-42901.9714	eV
HOMO energy	-21.801	eV
spin multiplicity	1
gap between HOMO and LUMO	6.2	eV
total charge	+3

5.
# C3H4MgO4Yb

A molecular structure, C3H4MgO4Yb in a non-equilibrium geometry (ωB97M-V/def2-TZVPD, the Open Molecules 2025 dataset).

```
13
Properties=species:S:1:pos:R:3:forces:R:3:mulliken_spin:R:1
O 2.0430 0.7015 -0.7044 -0.736 -0.551 0.409 0.164
C 1.2641 -0.3437 -1.0087 0.586 0.437 -1.232 0.696
O 1.3350 -1.4324 -0.1360 0.765 0.840 2.737 0.247
C 1.2802 -1.1144 1.2849 -1.471 -3.295 -2.369 0.493
Yb 2.3288 0.9656 1.3338 0.971 0.973 0.086 0.282
H 1.3797 -0.7307 -2.0345 -0.440 0.203 0.339 0.050
H 1.7804 -1.9521 1.7929 0.308 0.481 0.055 0.004
H 0.2176 -1.1413 1.5940 0.188 0.917 0.130 0.041
H -0.7465 0.4451 -0.7174 -2.312 0.681 0.213 -0.023
O -2.5764 0.3444 0.4167 -0.614 -0.165 0.378 0.003
C -1.8851 0.8453 -0.5143 2.109 -0.175 -0.360 0.015
O -2.3529 1.8059 -1.1883 -0.512 0.068 -0.027 0.002
Mg -4.0677 1.6067 -0.1186 1.159 -0.414 -0.359 0.025
```
Forces are in eV/Å.

Properties
E	-48319.9761	eV
HOMO energy (spin up / spin down)	-13.467 / -16.231	eV
spin multiplicity	3
gap between HOMO and LUMO (spin up / spin down)	4.3 / 6.8	eV
total charge	+2

6.
# C3H4N2

A single C3H4N2 molecule (ωB97M-V/def2-TZVPD, the Open Molecules 2025 dataset).

```
9
Properties=species:S:1:pos:R:3:forces:R:3:mulliken_charge:R:1
C -0.2534 0.3274 0.9054 -0.376 0.108 0.580 -0.314
C 0.0516 -0.9827 0.7382 0.315 -0.361 -0.533 -0.267
N 0.3802 -1.2197 -0.5814 0.121 -0.249 0.187 -0.541
C 0.2722 -0.0709 -1.1796 -0.104 -0.051 -0.363 -0.125
N -0.1329 0.9043 -0.3328 0.037 0.396 0.197 -0.048
H -0.5866 0.8601 1.7815 0.083 0.098 -0.142 0.361
H 0.0982 -1.7962 1.4423 -0.132 0.168 0.168 0.382
H 0.4527 0.0998 -2.2263 0.011 0.094 -0.074 0.365
H -0.2819 1.8779 -0.5473 0.044 -0.204 -0.018 0.187
```
Forces are in eV/Å.

Properties
E	-6155.8937	eV
HOMO energy	-8.971	eV
spin multiplicity	1
gap between HOMO and LUMO	9.9	eV
total charge	0